Entry from the Open Molecules 2025 dataset: C23H26As2BBrF4N2Pb as an isolated structure at a distorted geometry (ωB97M-V/def2-TZVPD).

Last column: Löwdin charge in e.
Geometry (Å):
Pb (-0.450, -0.876, -0.145)  0.960
C (1.234, 0.892, 3.524)  -0.289
As (0.013, -0.441, 2.735)  1.027
C (0.283, -1.868, 4.089)  -0.307
C (-1.722, 0.317, 3.229)  -0.431
C (-2.510, -0.235, 4.234)  -0.115
C (-3.779, 0.253, 4.492)  -0.090
C (-4.264, 1.320, 3.758)  -0.084
C (-3.472, 1.888, 2.778)  -0.116
C (-2.210, 1.392, 2.479)  -0.423
As (-1.115, 2.147, 1.009)  1.108
C (-0.880, 3.921, 1.852)  -0.275
C (-2.618, 2.576, -0.173)  -0.269
H (1.267, 1.775, 2.885)  -0.001
H (2.234, 0.460, 3.574)  0.025
H (0.913, 1.177, 4.529)  0.034
H (0.205, -1.496, 5.111)  0.026
H (1.288, -2.273, 3.945)  0.023
H (-0.432, -2.678, 3.938)  0.015
H (-2.138, -1.067, 4.821)  0.085
H (-4.390, -0.197, 5.261)  0.102
H (-5.253, 1.712, 3.949)  0.103
H (-3.862, 2.738, 2.235)  0.087
H (-0.242, 3.849, 2.734)  0.016
H (-1.843, 4.336, 2.156)  0.022
H (-0.408, 4.580, 1.123)  0.021
H (-3.296, 3.282, 0.303)  0.019
H (-3.156, 1.656, -0.413)  0.034
H (-2.258, 3.015, -1.098)  0.014
Br (-0.263, -3.563, 0.505)  0.731
C (1.661, -3.742, 0.202)  -0.514
C (2.190, -4.986, 0.395)  -0.131
C (3.559, -5.186, 0.173)  -0.078
C (4.340, -4.135, -0.214)  -0.032
C (3.802, -2.845, -0.388)  -0.167
C (4.626, -1.760, -0.751)  -0.036
C (4.098, -0.510, -0.901)  -0.064
C (2.722, -0.301, -0.715)  -0.114
C (1.853, -1.318, -0.381)  -0.269
C (2.405, -2.613, -0.190)  -0.244
H (1.565, -5.808, 0.706)  0.098
H (3.975, -6.172, 0.307)  0.106
H (5.396, -4.280, -0.383)  0.114
H (5.680, -1.944, -0.899)  0.112
H (4.729, 0.324, -1.172)  0.109
H (2.337, 0.698, -0.842)  0.090
N (-2.636, -0.296, -3.952)  0.087
C (-3.596, -0.989, -3.274)  -0.091
C (-2.937, -1.683, -2.305)  -0.176
N (-1.601, -1.409, -2.377)  -0.098
C (-1.454, -0.578, -3.381)  -0.189
H (-2.786, 0.370, -4.693)  0.164
H (-4.635, -0.934, -3.521)  0.108
H (-3.322, -2.353, -1.561)  0.098
H (-0.522, -0.160, -3.701)  0.136
F (1.290, 2.567, -2.912)  0.169
B (0.110, 2.541, -2.244)  -1.389
F (-0.084, 1.238, -1.695)  -0.060
F (-0.951, 2.798, -3.080)  0.136
F (0.104, 3.408, -1.148)  0.072

E_HOMO (eV): -8.06
Spin multiplicity: 1
Total charge: 0

Entry from the Open Molecules 2025 dataset: C23H26AsNO3PtS2 as an isolated structure at a distorted geometry (ωB97M-V/def2-TZVPD).

Last column: Löwdin charge in e.
Geometry (Å):
Pt (-1.892, 0.698, -0.145)  0.555
S (-2.094, -1.598, -0.356)  0.496
C (-0.988, -2.132, -1.614)  -0.708
C (-1.362, -3.195, -2.452)  -0.147
C (-0.516, -3.695, -3.423)  -0.131
C (0.749, -3.142, -3.594)  -0.131
C (1.138, -2.089, -2.776)  -0.121
C (0.295, -1.580, -1.791)  -0.402
As (0.757, 0.011, -0.725)  1.266
C (1.155, -0.806, 1.008)  -0.417
C (1.578, 0.043, 2.025)  -0.136
C (1.867, -0.453, 3.289)  -0.109
C (1.717, -1.808, 3.553)  -0.125
C (1.278, -2.658, 2.547)  -0.104
C (0.999, -2.160, 1.279)  -0.112
C (2.690, 0.090, -1.326)  -0.381
C (2.951, 0.915, -2.420)  -0.140
C (4.251, 1.162, -2.848)  -0.116
C (5.324, 0.607, -2.164)  -0.134
C (5.086, -0.202, -1.062)  -0.113
C (3.779, -0.456, -0.651)  -0.106
H (-2.356, -3.609, -2.323)  0.082
H (-0.849, -4.509, -4.058)  0.083
H (1.423, -3.516, -4.355)  0.079
H (2.125, -1.666, -2.912)  0.080
H (1.660, 1.106, 1.834)  0.097
H (2.187, 0.223, 4.073)  0.089
H (1.924, -2.197, 4.544)  0.083
H (1.138, -3.715, 2.749)  0.089
H (0.645, -2.824, 0.500)  0.088
H (2.118, 1.367, -2.951)  0.095
H (4.423, 1.798, -3.710)  0.088
H (6.341, 0.810, -2.484)  0.083
H (5.916, -0.642, -0.520)  0.087
H (3.610, -1.101, 0.205)  0.092
C (-3.928, 0.129, 2.260)  -0.119
C (-2.842, 1.155, 2.594)  -0.813
C (-2.353, 0.896, 4.032)  -0.105
C (-3.457, 2.562, 2.526)  -0.096
N (-1.696, 1.110, 1.698)  -0.216
H (-4.755, 0.202, 2.979)  0.064
H (-3.518, -0.883, 2.295)  0.054
H (-4.312, 0.295, 1.252)  0.053
H (-3.161, 0.985, 4.772)  0.056
H (-1.565, 1.612, 4.280)  0.058
H (-1.926, -0.107, 4.097)  0.064
H (-4.331, 2.648, 3.188)  0.061
H (-3.756, 2.776, 1.499)  0.059
H (-2.715, 3.307, 2.828)  0.061
C (-1.155, 3.548, -1.873)  -0.196
S (-2.514, 2.540, -2.411)  0.317
O (-2.846, 3.078, -3.725)  -0.394
O (-1.988, 1.143, -2.478)  -0.508
O (-3.562, 2.676, -1.416)  -0.414
H (-0.344, 3.424, -2.590)  0.047
H (-0.834, 3.250, -0.877)  0.019
H (-1.513, 4.577, -1.874)  0.048

E_HOMO (spin up / spin down) (eV): -0.30 / 0.06
Spin multiplicity: 1
Total charge: -2

Entry from the Open Molecules 2025 dataset: C23H26B2N10OPd as an isolated structure (ωB97M-V/def2-TZVPD).

Last column: Löwdin charge in e.
Geometry (Å):
Pd (-0.006, -1.312, -0.717)  0.570
C (-3.096, -2.154, -3.888)  -0.093
C (-2.777, -1.950, -2.529)  -0.170
N (-1.690, -1.204, -2.398)  0.009
N (-1.281, -0.917, -3.658)  -0.041
C (-2.103, -1.478, -4.569)  -0.117
B (0.018, -0.102, -3.912)  -0.527
N (1.278, -0.953, -3.561)  -0.037
C (2.053, -1.631, -4.433)  -0.114
C (3.052, -2.263, -3.720)  -0.093
C (2.789, -1.909, -2.386)  -0.188
N (1.725, -1.127, -2.291)  -0.007
N (-0.002, 1.227, -3.105)  -0.048
C (-0.008, 2.479, -3.625)  -0.125
C (-0.060, 3.373, -2.576)  -0.106
C (-0.085, 2.538, -1.432)  -0.183
N (-0.048, 1.257, -1.756)  0.044
H (-3.906, -2.736, -4.306)  0.072
H (-3.269, -2.329, -1.645)  0.095
H (-1.919, -1.360, -5.629)  0.103
H (0.065, 0.186, -5.092)  0.104
H (1.837, -1.612, -5.492)  0.104
H (3.827, -2.911, -4.101)  0.073
H (3.312, -2.203, -1.488)  0.093
H (0.025, 2.635, -4.695)  0.099
H (-0.083, 4.452, -2.628)  0.066
H (-0.132, 2.811, -0.389)  0.069
C (2.696, 4.907, 2.861)  -0.063
C (1.629, 4.015, 3.459)  -0.290
C (1.650, 3.641, 4.794)  -0.065
C (0.673, 2.807, 5.327)  -0.041
C (-0.360, 2.322, 4.536)  -0.274
N (-1.319, 1.484, 5.143)  0.125
C (-2.491, 0.956, 4.596)  -0.551
O (-3.537, 1.049, 5.240)  0.005
N (-2.418, 0.282, 3.435)  0.135
C (-1.363, -0.376, 2.698)  -0.241
C (0.019, -0.340, 3.032)  -0.083
C (0.875, -1.075, 2.274)  -0.106
C (0.400, -1.952, 1.245)  -0.327
N (-0.967, -2.030, 0.981)  -0.081
C (-1.768, -1.161, 1.658)  -0.148
C (-0.410, 2.709, 3.197)  -0.014
C (0.575, 3.538, 2.682)  -0.031
H (3.452, 5.170, 3.604)  0.064
H (2.268, 5.836, 2.473)  0.073
H (3.201, 4.412, 2.027)  0.079
H (2.450, 3.997, 5.436)  0.100
H (0.715, 2.524, 6.375)  0.106
H (-1.455, 1.643, 6.123)  0.130
H (-3.337, 0.001, 3.146)  0.134
H (0.393, 0.230, 3.873)  0.083
H (1.939, -1.038, 2.481)  0.088
H (0.979, -2.831, 1.001)  0.068
H (-2.823, -1.165, 1.372)  0.101
H (-1.212, 2.354, 2.557)  0.118
H (0.528, 3.814, 1.636)  0.101
B (-0.142, -6.598, -2.335)  -0.513
C (0.030, -5.046, -1.946)  -0.289
N (0.163, -3.929, -1.667)  0.065
H (0.245, -7.290, -1.400)  -0.036
H (0.530, -6.834, -3.331)  -0.036
H (-1.322, -6.832, -2.564)  -0.035

E_HOMO (eV): -1.00
Spin multiplicity: 1
Total charge: -2